Density functional theory data (the ωB97M-V functional and the def2-TZVPD basis) for a cluster of 10 separate species, C56H134N10O16 in total at a distorted geometry.

Last column: Löwdin charge in e.
Cartesian coordinates (Å):
1 C -5.2169 0.1600 -1.8478  -0.134
2 O -6.1383 0.4336 -2.8605  -0.201
3 C -5.6562 0.0835 -4.2101  -0.175
4 C -6.7376 0.1866 -5.2854  -0.218
5 N -7.5006 -1.0169 -5.2360  -0.067
6 C -8.7292 -1.0014 -5.9915  -0.201
7 C -8.5373 -0.7164 -7.4982  -0.268
8 O -7.4950 -1.4381 -8.0562  -0.183
9 C -7.2387 -0.9902 -9.3919  -0.091
10 H -4.2789 0.6340 -2.1371  0.083
11 H -5.2044 -0.9299 -1.8499  0.085
12 H -5.6060 0.3744 -0.8525  0.084
13 H -5.3195 -0.9494 -4.1221  0.110
14 H -4.7813 0.6465 -4.5352  0.113
15 H -6.3909 0.3032 -6.3122  0.111
16 H -7.2905 1.1130 -5.1295  0.129
17 H -7.0368 -1.6650 -5.8565  0.099
18 H -9.4722 -0.3616 -5.5153  0.122
19 H -9.1341 -2.0128 -5.9563  0.115
20 H -8.3382 0.3460 -7.6390  0.113
21 H -9.4915 -0.9610 -7.9649  0.120
22 H -6.8396 0.0136 -9.5374  0.088
23 H -8.1976 -0.9973 -9.9102  0.081
24 H -6.6191 -1.7084 -9.9288  0.089
25 C 12.0692 1.2594 -3.4112  -0.103
26 O 11.4716 1.1057 -2.1131  -0.190
27 C 11.9027 2.1920 -1.2578  -0.222
28 C 11.1438 2.3157 0.1016  -0.189
29 N 9.7097 2.3702 -0.2247  -0.067
30 C 8.8386 2.4602 0.9114  -0.224
31 C 7.4470 2.6698 0.3778  -0.209
32 O 6.8181 1.4204 0.0753  -0.212
33 C 5.4537 1.4694 -0.2957  -0.102
34 H 13.1450 1.4276 -3.3613  0.082
35 H 11.5101 2.0746 -3.8705  0.087
36 H 11.9730 0.3517 -4.0071  0.083
37 H 11.6998 3.0990 -1.8273  0.106
38 H 12.9516 2.3056 -0.9841  0.111
39 H 11.4838 3.1488 0.7167  0.115
40 H 11.4761 1.4685 0.7015  0.106
41 H 9.3557 1.5745 -0.7362  0.112
42 H 9.2458 3.2070 1.5930  0.117
43 H 8.9200 1.5617 1.5231  0.120
44 H 7.3822 3.2803 -0.5229  0.118
45 H 6.7819 3.1259 1.1111  0.111
46 H 5.1236 0.5435 -0.7668  0.072
47 H 5.1787 2.3135 -0.9281  0.074
48 H 4.9737 1.5198 0.6816  0.086
49 C -6.8800 8.9859 -0.7898  -0.124
50 O -6.0951 8.0460 -0.0619  -0.213
51 C -6.9215 7.2013 0.7687  -0.189
52 C -5.9054 6.2599 1.4541  -0.236
53 N -5.4788 5.2040 0.5779  -0.066
54 C -4.4324 4.2437 1.1757  -0.139
55 C -3.6997 3.2021 0.3095  -0.234
56 O -2.4430 3.5901 -0.1396  -0.188
57 C -2.5551 4.6175 -1.0936  -0.094
58 H -6.2417 9.4162 -1.5615  0.090
59 H -7.4987 9.6095 -0.1445  0.084
60 H -7.6551 8.5576 -1.4252  0.074
61 H -7.6702 6.7226 0.1374  0.121
62 H -7.4200 7.9026 1.4378  0.114
63 H -6.3417 5.9131 2.3908  0.112
64 H -5.0590 6.8494 1.8064  0.112
65 H -5.3316 5.5363 -0.3645  0.091
66 H -4.9915 3.7340 1.9604  0.095
67 H -3.6682 4.8438 1.6697  0.117
68 H -4.3030 2.6427 -0.4055  0.117
69 H -3.4247 2.4420 1.0408  0.096
70 H -3.2522 5.4025 -0.8005  0.075
71 H -2.9010 4.0882 -1.9814  0.094
72 H -1.5794 5.0758 -1.2553  0.089
73 C 3.3550 -6.0223 -3.2139  -0.078
74 O 4.3717 -4.9818 -3.0884  -0.197
75 C 3.8009 -3.9425 -2.3260  -0.248
76 C 4.9673 -3.1159 -1.8641  -0.251
77 N 5.9298 -3.6870 -0.9577  -0.058
78 C 6.9425 -2.6569 -0.4555  -0.154
79 C 8.2955 -3.3739 -0.5366  -0.226
80 O 9.2858 -2.4020 -0.3138  -0.143
81 C 10.4508 -2.9166 0.1145  -0.183
82 H 3.1886 -6.4787 -2.2381  0.085
83 H 3.5853 -6.8171 -3.9233  0.080
84 H 2.5106 -5.4843 -3.6446  0.081
85 H 3.2516 -4.3741 -1.4893  0.111
86 H 3.2061 -3.2997 -2.9750  0.120
87 H 4.5215 -2.3313 -1.2527  0.098
88 H 5.4607 -2.6625 -2.7238  0.124
89 H 6.4378 -4.3826 -1.4852  0.082
90 H 6.7312 -2.3700 0.5746  0.113
91 H 6.8813 -1.7728 -1.0900  0.107
92 H 8.3840 -3.8633 -1.5065  0.124
93 H 8.1587 -4.1599 0.2062  0.128
94 H 10.5029 -3.3910 1.0945  0.094
95 H 11.1471 -2.0982 0.2974  0.080
96 H 11.1244 -3.3771 -0.6082  0.090
97 C -1.5571 -5.7873 0.4621  -0.064
98 O -1.9838 -4.9479 -0.6682  -0.201
99 C -1.0193 -4.1968 -1.4096  -0.196
100 C -1.7554 -3.5832 -2.5897  -0.196
101 N -0.7907 -2.7302 -3.2516  -0.072
102 C -1.2813 -2.0467 -4.4543  -0.208
103 C -0.1988 -1.3328 -5.1699  -0.229
104 O -0.2084 0.0350 -4.8172  -0.213
105 C 0.7974 0.9293 -5.2151  -0.101
106 H -2.4924 -6.2402 0.7911  0.072
107 H -1.0762 -5.1833 1.2315  0.068
108 H -1.0185 -6.7072 0.2344  0.082
109 H -0.4170 -4.9742 -1.8797  0.118
110 H -0.3225 -3.5602 -0.8642  0.106
111 H -2.5325 -2.9026 -2.2418  0.103
112 H -2.2056 -4.1742 -3.3873  0.126
113 H -0.6113 -1.9095 -2.6910  0.060
114 H -1.9459 -1.2635 -4.0897  0.122
115 H -1.7483 -2.7407 -5.1532  0.122
116 H -0.3576 -1.4857 -6.2374  0.122
117 H 0.6857 -1.8427 -4.7883  0.117
118 H 0.6960 1.9283 -4.7912  0.083
119 H 0.8514 0.8733 -6.3023  0.088
120 H 1.7320 0.5456 -4.8060  0.077
121 C -1.6534 -0.8691 -0.1897  -0.137
122 O -0.7888 -0.7987 -1.2289  -0.215
123 C 0.2311 0.2076 -1.2986  -0.145
124 C 1.5827 -0.5305 -1.5976  -0.153
125 N 1.7766 -1.5612 -0.5896  -0.032
126 C 2.3656 -1.3370 0.7113  -0.208
127 C 2.5663 -2.6571 1.3940  -0.204
128 O 1.2641 -3.1115 1.8425  -0.187
129 C 1.2607 -4.0236 2.9331  -0.110
130 H -1.2705 -0.8192 0.8297  0.091
131 H -2.4179 -1.6398 -0.2878  0.093
132 H -2.3947 -0.0702 -0.1688  0.072
133 H 0.2918 0.8436 -0.4155  0.126
134 H 0.1269 0.8475 -2.1749  0.104
135 H 2.2838 0.2950 -1.4750  0.087
136 H 1.6646 -0.8270 -2.6433  0.098
137 H 0.9612 -2.0848 -0.3045  0.075
138 H 1.6224 -0.8359 1.3315  0.114
139 H 3.2833 -0.7565 0.8060  0.113
140 H 3.3018 -2.5666 2.1933  0.118
141 H 3.1463 -3.3909 0.8342  0.113
142 H 0.2481 -4.4150 3.0312  0.058
143 H 1.4382 -3.6076 3.9249  0.068
144 H 1.9833 -4.8392 2.9076  0.092
145 C 3.1373 9.3941 2.3160  -0.084
146 O 3.4485 8.0532 1.9353  -0.206
147 C 4.3112 7.8151 0.8698  -0.240
148 C 4.3542 6.2613 0.7069  -0.182
149 N 5.2071 5.7583 -0.4056  -0.072
150 C 4.8463 5.8960 -1.8573  -0.164
151 C 3.4450 5.3778 -2.2282  -0.183
152 O 3.5101 3.9429 -2.4622  -0.179
153 C 2.4612 3.2914 -1.7627  -0.125
154 H 2.9764 9.4370 3.3933  0.088
155 H 2.2671 9.7686 1.7769  0.081
156 H 3.9593 10.0388 2.0050  0.080
157 H 5.2886 8.1727 1.1937  0.119
158 H 4.0476 8.3013 -0.0695  0.115
159 H 3.3780 5.8000 0.8571  0.109
160 H 4.8899 5.9299 1.5965  0.108
161 H 6.0784 6.2540 -0.2820  0.093
162 H 5.6269 5.4444 -2.4696  0.115
163 H 4.9315 6.9813 -1.9123  0.098
164 H 2.9705 5.7188 -3.1483  0.121
165 H 2.7681 5.6980 -1.4361  0.104
166 H 1.5718 3.2742 -2.3927  0.082
167 H 2.2032 3.5561 -0.7373  0.093
168 H 2.7106 2.2448 -1.5880  0.050
169 C -4.5988 0.7004 2.9824  -0.132
170 O -5.7909 0.2425 2.3562  -0.184
171 C -6.9058 0.6509 3.1615  -0.175
172 C -7.0627 -0.0475 4.6243  -0.214
173 N -7.4377 -1.4376 4.5039  -0.029
174 C -7.9807 -1.9246 5.8232  -0.190
175 C -8.4661 -3.3608 5.6835  -0.229
176 O -7.4090 -4.2718 5.3565  -0.176
177 C -7.9135 -5.4923 4.9548  -0.150
178 H -3.6867 0.6241 2.3905  0.073
179 H -4.4873 0.1099 3.8917  0.072
180 H -4.4981 1.7431 3.2839  0.079
181 H -7.8054 0.4620 2.5758  0.116
182 H -6.9271 1.7389 3.2242  0.104
183 H -7.7820 0.5981 5.1281  0.110
184 H -6.2018 0.1210 5.2714  0.100
185 H -6.5580 -1.8949 4.3113  0.085
186 H -8.8471 -1.3776 6.1949  0.117
187 H -7.3109 -1.8459 6.6795  0.114
188 H -9.3667 -3.3526 5.0695  0.123
189 H -8.8617 -3.6998 6.6410  0.118
190 H -7.2202 -6.3032 5.1781  0.088
191 H -7.9872 -5.5718 3.8702  0.083
192 H -8.9085 -5.7563 5.3131  0.087
193 C -2.3479 -3.1535 3.8513  -0.088
194 C -3.9374 -3.3977 3.7857  -0.205
195 C -4.0898 -4.7976 3.1710  -0.186
196 C -3.6232 -5.8924 4.1135  -0.196
197 N -3.3145 -6.8055 4.8059  0.119
198 H -1.8520 -2.8242 2.9382  0.056
199 H -1.7382 -3.9883 4.1968  0.049
200 H -2.0959 -2.4043 4.6019  0.060
201 H -4.5636 -2.7652 3.1565  0.097
202 H -4.2252 -3.3263 4.8346  0.103
203 H -3.6594 -4.8495 2.1709  0.096
204 H -5.1665 -4.9228 3.0562  0.103
205 C 1.0899 -4.4814 6.9515  -0.085
206 C 1.6945 -4.3176 8.4267  -0.244
207 C 3.1311 -3.8452 8.3632  -0.232
208 C 3.8650 -3.7144 9.5984  -0.222
209 N 4.4780 -3.6588 10.6019  0.131
210 H 0.8227 -3.5482 6.4557  0.064
211 H 0.2313 -5.1313 7.1203  0.066
212 H 1.8153 -5.1103 6.4354  0.064
213 H 1.5419 -5.2067 9.0385  0.110
214 H 1.1436 -3.5092 8.9074  0.102
215 H 3.1120 -2.8970 7.8261  0.126
216 H 3.6524 -4.6082 7.7851  0.119

Atomic forces in eV per Å
C -0.341 -1.289 -0.825
O -1.029 1.238 -2.258
C 0.117 -0.120 0.971
C 0.447 0.610 0.599
N -1.197 -1.066 -0.340
C -0.374 -0.439 -0.492
C -1.056 1.189 1.028
O 1.204 -0.149 -0.613
C -0.915 -0.840 -0.325
H 0.439 -0.161 0.711
H 1.154 -0.419 0.247
H -0.026 0.814 -0.219
H 0.000 -0.285 -0.263
H 0.174 0.551 0.482
H 1.047 0.241 0.036
H -0.564 -0.183 0.418
H 1.141 -0.469 0.613
H -0.049 0.306 -0.361
H -0.091 -0.145 0.266
H -0.130 0.347 -0.120
H -0.164 0.062 -0.411
H 0.251 0.146 0.716
H -0.179 0.055 -0.256
H 0.205 -0.019 0.440
C -0.572 -0.086 0.588
O 1.386 0.097 1.079
C -0.880 1.336 0.358
C -0.526 -1.648 -2.071
N 0.924 0.454 0.390
C 0.470 -0.173 0.025
C -2.077 -0.129 0.650
O 1.254 -0.959 -0.963
C 0.295 0.242 1.205
H 0.037 0.439 0.163
H 0.457 0.165 -0.502
H -0.489 -0.094 0.290
H -0.202 0.338 -0.025
H 0.561 -1.041 -0.502
H -0.213 0.577 -0.578
H -0.389 -0.660 0.238
H 0.774 -0.269 -0.483
H -0.576 0.707 -0.164
H -0.556 -0.487 0.141
H 0.535 0.281 0.016
H 0.107 0.486 0.364
H 0.461 -0.110 -0.116
H 0.129 0.188 -0.027
H -0.978 0.327 -0.107
C -0.085 -0.946 -0.563
O -0.885 0.119 -0.675
C 1.726 0.777 -0.314
C -0.674 0.460 0.137
N 0.450 -1.899 0.139
C -1.512 1.646 -0.904
C -0.272 -0.740 1.852
O 0.363 0.798 0.068
C 0.220 -0.429 -0.518
H 0.177 0.809 0.724
H 0.699 0.756 0.223
H -0.185 -1.009 -0.014
H 0.015 -0.456 0.127
H -0.190 -0.372 0.585
H -0.253 -0.658 -0.076
H 0.192 0.580 -0.095
H 0.416 -0.050 0.162
H 0.064 -0.207 0.003
H 0.331 0.032 0.127
H -0.235 0.524 -0.550
H -0.202 -0.233 0.136
H -0.050 0.003 0.060
H -0.101 0.656 -0.630
H 0.004 -0.179 -0.047
C 0.661 1.105 -0.518
O -0.689 -2.022 -0.440
C 1.610 -0.181 -0.025
C -0.534 1.521 1.084
N 0.723 -0.021 0.678
C -0.953 -1.635 -1.324
C -1.679 1.085 0.021
O -1.580 -0.393 -0.197
C 3.865 0.939 0.960
H -0.381 0.138 0.036
H 0.710 0.244 -0.003
H -0.658 -0.418 0.407
H -0.287 0.292 0.095
H -0.585 -0.035 0.182
H -0.242 0.590 -0.356
H -0.034 0.184 -0.358
H 0.136 -0.251 0.102
H -0.079 -0.014 -0.030
H 0.312 0.143 -0.029
H 0.349 0.091 -0.264
H 0.970 -0.148 0.407
H -0.749 -0.748 -0.082
H -0.278 0.865 0.235
H -0.741 -1.196 -0.532
C -1.149 0.660 -1.249
O 0.175 -0.318 1.600
C -0.542 -3.023 -1.178
C 0.257 2.533 0.194
N 1.187 0.360 -1.505
C -0.951 -0.424 0.919
C 1.050 0.256 -0.220
O -1.490 0.730 1.150
C 0.806 -1.799 -0.220
H -0.172 0.514 0.451
H 0.059 -0.142 0.037
H 0.857 0.414 -0.645
H 0.793 0.075 -0.045
H -0.585 0.406 0.245
H -0.756 -0.256 0.441
H 0.165 -0.925 0.640
H 0.271 -0.566 0.808
H -0.913 0.025 -0.535
H -0.344 -0.065 0.236
H 0.464 0.278 -0.305
H 0.733 0.177 -0.551
H -0.698 -0.122 -0.247
H 0.248 0.703 -0.179
H 0.558 0.069 -0.158
C -2.611 1.193 1.627
O 1.219 0.335 -1.175
C 0.767 -0.827 -1.096
C -1.336 1.169 2.316
N 1.328 -0.899 -0.670
C -0.228 0.403 0.321
C 0.396 -0.559 1.002
O 1.038 -0.385 0.213
C -0.344 -0.059 0.351
H 0.735 -0.545 0.015
H 0.883 -1.036 -0.194
H 0.128 1.134 -0.294
H -0.121 -0.288 0.277
H -0.898 0.202 -0.012
H 0.608 -0.352 0.117
H -0.246 -0.587 0.160
H -0.516 0.129 -1.150
H 0.058 0.495 0.508
H 0.125 0.049 -0.780
H -0.512 0.559 0.972
H -0.762 -0.345 -0.954
H 0.068 -0.241 -0.394
H 0.245 0.948 -0.030
H 0.024 -0.175 -0.775
C 0.664 -0.354 -0.988
O -1.359 0.085 0.875
C 0.030 -0.857 0.019
C 1.241 0.553 -0.007
N -0.668 -1.088 0.384
C -0.535 1.300 1.172
C 0.803 -0.572 -0.373
O -0.492 0.689 2.115
C -0.121 -1.459 -0.528
H 0.050 -0.075 -0.147
H -0.289 -0.142 0.064
H 0.226 0.239 0.356
H 0.500 0.021 -0.420
H -0.343 0.262 -0.099
H -0.162 0.152 -0.773
H 0.025 -0.128 0.129
H 0.275 -0.263 -0.128
H -0.104 -0.140 0.149
H -0.543 0.262 -1.463
H 0.644 0.879 -0.135
H -0.167 -0.562 0.269
H -0.371 0.199 0.148
H 0.265 1.157 -0.044
H 0.446 -0.143 -0.560
C 0.641 -0.617 0.556
O 0.230 0.994 0.582
C -0.347 -0.686 0.823
C 0.235 1.977 -2.021
N -0.775 0.449 1.761
C 0.348 -1.004 -0.797
C 0.197 0.201 1.086
O -0.611 1.400 0.020
C 0.098 -1.598 -1.203
H -0.366 -0.867 -0.572
H 0.485 0.016 0.137
H -1.117 0.456 0.011
H 0.046 -0.644 0.094
H 0.456 0.246 0.521
H -0.737 -0.419 -0.146
H 0.606 -0.116 -0.187
H -0.130 -0.721 0.016
H -0.175 0.460 -0.739
H 0.740 -0.045 -0.139
H 0.426 -0.392 -0.996
H -0.011 0.113 0.471
H 0.095 0.114 0.580
H -0.184 0.394 -0.419
H -0.003 0.205 0.529
C -0.637 1.172 0.097
C 3.033 -0.873 0.005
C -1.031 -0.472 1.599
C 0.713 -2.461 1.012
N -1.034 3.424 -2.388
H -0.406 0.021 -0.332
H -0.684 -0.642 -0.040
H -0.237 0.373 -0.042
H 0.591 0.614 0.118
H -0.630 -0.340 -0.210
H 0.325 -0.170 0.271
H -0.097 -0.528 -0.115
C 0.749 -1.164 2.429
C -1.259 1.159 -0.752
C -0.041 -0.598 -0.882
C 1.742 0.196 3.514
N -1.767 -0.098 -2.875
H 0.227 -0.171 0.054
H -0.345 0.320 -0.472
H -0.061 0.343 -0.623
H 0.198 -0.104 -0.262
H -0.294 -0.139 0.229
H 0.425 -0.013 -0.077
H 0.405 0.268 -0.302

Values from the calculation:
Spin multiplicity: 1
Energy in Eh: -3964.75030
Kohn-Sham gap in eV: 8.766
SMILES: COCCNCCOC.COCCNCCOC.COCCNCCOC.COCCNCCOC.COCCNCCOC.COCCNCCOC.COCCNCCOC.COCCNCCOC.CCCC#N.CCCC#N